{
  "formula": "C22H42NO3",
  "method": "wB97M-V/def2-TZVPD",
  "lumo_energy_ev": -2.30,
  "charge": 1,
  "smiles": "CCCCCCOC(=O)C[N+](C)(C)CCO[C@H]1C[C@H]2CC[C@]1(C)C2(C)C",
  "largest_force_ev_per_a": 1.23,
  "gap_ev": 10.176,
  "de_lowest_kj_mol": 21.5,
  "energy_ev": -31122.494,
  "spin_multiplicity": 1,
  "species": ["H", "H", "H", "C", "H", "C", "C", "C", "C", "H", "C", "C", "H", "H", "H", "H", "N", "H", "H", "H", "O", "C", "H", "O", "C", "C", "C", "H", "C", "H", "H", "H", "C", "H", "H", "C", "H", "H", "H", "C", "H", "H", "C", "O", "C", "H", "H", "H", "H", "H", "C", "H", "H", "H", "H", "H", "H", "C", "C", "H", "H", "H", "H", "C", "H", "C", "H", "H"],
  "positions_angstrom": [[-9.02181, -2.44560, 1.70403], [-0.48449, 0.68857, 1.92016], [6.24667, -3.05584, -0.73355], [-7.29403, -2.03670, 0.47700], [-9.30091, -2.65435, -0.02349], [-5.74644, 0.79725, -0.91915], [-5.10285, 0.65776, 0.45558], [-7.07215, 0.04124, -1.02387], [1.48861, 0.27097, 1.21486], [4.53470, -2.95472, -0.36169], [3.70887, -0.80718, -1.54804], [4.88537, 1.18585, 0.17886], [1.56361, -0.69447, 1.73158], [-0.29441, 2.11153, -2.01539], [-5.92126, 1.85824, -1.11210], [3.98316, 0.27190, 2.64258], [-0.31879, 1.66771, 0.05216], [2.93470, -1.63811, 0.33851], [-5.90080, -1.76545, -1.14674], [7.29900, 0.31033, 0.29982], [-3.93372, 1.49930, 0.56097], [0.58116, 2.80524, 0.32198], [3.51270, -1.80254, -1.94058], [-2.58284, -0.07892, -0.29846], [7.10844, -0.74960, 0.18183], [5.51509, -2.58899, -0.07806], [4.60515, -0.25786, 0.63585], [-7.75506, 0.41174, -0.25905], [-2.79217, 1.02162, 0.13550], [5.74209, -0.83635, -2.39976], [5.72006, -2.91848, 0.93788], [7.38498, -1.24761, 1.10815], [5.20576, -0.48006, -1.52336], [1.59796, 2.52824, 0.05091], [-6.80325, -1.45564, 1.26039], [5.33107, 1.02902, -1.28770], [-4.80613, -0.37642, 0.64414], [0.54534, 3.07792, 1.37518], [3.15305, -0.09225, -2.15428], [-0.00701, 0.51487, 0.95385], [1.88853, 1.03840, 1.89229], [3.99056, 1.80230, 0.26720], [4.62496, -0.44974, 2.14131], [2.21275, 0.24807, 0.01364], [5.65580, -1.06933, -0.17262], [5.63575, -0.31080, 2.51545], [-0.44808, -0.37402, 0.50088], [-6.92748, -3.06278, 0.54826], [-1.80808, 2.54380, 1.28108], [4.29607, -1.45153, 2.40936], [-8.79879, -2.04059, 0.72020], [-7.50650, 0.28807, -1.99319], [5.65610, 1.64292, 0.79671], [-5.05327, 0.42217, -1.67588], [0.28253, 3.66560, -0.27421], [0.85731, 0.86059, -1.48450], [-9.21063, -1.03590, 0.66564], [-0.14872, 1.25650, -1.35852], [-6.92683, -1.48244, -0.90224], [-1.95893, 2.90127, -0.44142], [4.69864, 1.59271, -1.97325], [7.75994, -1.12460, -0.60419], [-7.57331, -1.96474, -1.63672], [3.29157, -0.68383, -0.06942], [-0.87098, 0.48176, -1.60652], [-1.71269, 2.11671, 0.27987], [6.35566, 1.36373, -1.43609], [-5.77129, 1.01355, 1.24036]]
}

{
  "formula": "C22H42NO8SSi2",
  "method": "wB97M-V/def2-TZVPD",
  "lumo_energy_ev": -5.65,
  "charge": 1,
  "largest_force_ev_per_a": 9.68,
  "gap_ev": 5.695,
  "energy_ev": -67937.705,
  "spin_multiplicity": 1,
  "species": ["H", "H", "H", "H", "H", "C", "H", "O", "H", "C", "C", "C", "C", "O", "O", "O", "C", "H", "O", "N", "C", "H", "C", "C", "H", "H", "H", "H", "C", "H", "C", "C", "H", "H", "H", "H", "C", "O", "C", "H", "H", "H", "H", "H", "C", "H", "H", "C", "C", "O", "H", "H", "H", "H", "C", "H", "H", "C", "H", "H", "H", "C", "C", "H", "O", "Si", "Si", "C", "S", "H", "H", "H", "H", "H", "H", "H"],
  "positions_angstrom": [[5.63542, 3.87420, -3.59456], [-4.91126, -2.72554, -2.30299], [-1.68273, 2.80241, 0.96915], [0.27864, -2.27749, -0.03704], [3.95101, 2.74020, -1.07392], [-4.10518, -3.23842, -1.62350], [-3.74931, -5.02624, -0.22870], [2.43953, 2.70226, 1.54415], [5.49808, 2.38476, 2.18338], [7.41797, 4.18029, 0.34866], [-4.69096, -4.56457, -0.79774], [0.83390, -0.13562, 0.99522], [-6.48311, -5.13050, 0.65174], [-5.32810, 3.95027, 0.73925], [-6.47807, 2.63735, -0.95614], [-3.55852, -2.32084, -0.56897], [5.96111, 2.90482, -3.97923], [-7.01794, -5.58659, -0.30002], [-5.67728, -3.99466, 0.17731], [-1.54510, -0.82466, -0.33800], [5.93351, 1.75295, 1.39878], [8.37585, 4.51699, -2.59487], [-5.29486, 3.05087, -0.43293], [-2.16822, 0.56067, -0.06498], [-5.75687, -5.89616, 1.15756], [-3.26011, -3.64525, -2.34193], [-6.87833, -6.91518, 4.87452], [-4.01515, 2.54889, -2.27792], [1.19359, 2.48783, 2.05125], [-4.40311, 0.82999, 0.38852], [-3.87011, 2.48457, -1.09631], [-2.25252, -1.91808, -1.11293], [9.18059, 3.72103, -3.95534], [4.75785, 4.27454, -1.45801], [2.31932, -1.03834, 2.94810], [-7.71569, -5.69211, 6.17700], [0.25365, 1.37716, 1.27746], [6.92848, 1.90165, -1.41043], [-7.64983, -4.71613, 1.72641], [8.40992, 3.79051, 0.57259], [-8.69331, -4.90278, 1.19058], [0.00028, 2.77538, 3.60711], [-5.79419, 3.48190, 1.50917], [8.40638, 1.05747, -4.91930], [-3.68341, 0.94810, -0.55655], [-8.24072, -4.13435, 4.28081], [6.23611, 3.02994, -5.03057], [-6.91816, -5.81983, 5.31669], [-1.27123, 1.70643, 0.75923], [0.78015, 3.28504, 3.21653], [5.23159, 0.94180, 1.19305], [4.10724, 4.00251, 0.16421], [-2.46906, -1.48168, -2.20130], [5.12052, 2.20927, -3.92026], [8.77166, 3.56362, -2.95247], [6.86116, 1.32553, 1.78925], [7.04189, 4.69993, 1.23915], [8.10778, 0.76333, -3.90466], [-7.61372, -3.60699, 2.09952], [-4.11643, 0.18374, -1.36229], [8.98857, 0.35691, -3.39993], [-0.13370, -1.18072, 0.17507], [-7.28670, -4.80580, 4.04354], [-1.55464, -2.86216, -1.22371], [-7.62558, -5.64944, 2.88365], [6.25362, 2.78192, -0.13756], [7.42343, 2.25056, -2.98866], [4.61082, 3.52252, -0.67876], [2.54823, -0.61527, 1.60400], [-6.31681, -4.15051, 3.83653], [-5.19020, -5.35807, -1.52563], [7.35688, -0.02519, -3.99506], [7.50301, 4.91247, -0.45684], [-5.87317, -5.52241, 5.77783], [-3.03043, 3.23348, -0.77509], [9.58609, 3.25552, -2.29187]]
}

{
  "formula": "C22H43AsN3PbSSb",
  "method": "wB97M-V/def2-TZVPD",
  "lumo_energy_ev": -5.59,
  "charge": 2,
  "largest_force_ev_per_a": 2.64,
  "gap_ev": 8.320,
  "de_lowest_kj_mol": 0.0,
  "energy_ev": -111426.710,
  "spin_multiplicity": 1,
  "species": ["C", "H", "H", "H", "H", "H", "H", "H", "H", "H", "H", "C", "H", "H", "N", "C", "C", "H", "C", "H", "C", "H", "H", "H", "N", "H", "H", "H", "C", "H", "H", "H", "H", "C", "H", "H", "H", "H", "C", "C", "Pb", "C", "H", "H", "H", "C", "H", "C", "Sb", "C", "H", "As", "H", "H", "H", "C", "S", "H", "H", "H", "C", "H", "H", "C", "H", "C", "C", "C", "C", "H", "C", "N"],
  "positions_angstrom": [[1.18108, 0.46696, -3.25728], [0.74880, 3.11268, 4.20696], [-0.07624, -0.00634, -4.98861], [-2.23635, 7.30097, -4.16868], [0.79479, 0.80264, 5.45393], [3.52398, -4.28392, 4.14372], [-0.99961, -2.34561, 1.63708], [-3.94489, 4.39949, -0.43156], [-0.91840, -1.75669, -3.55362], [4.47991, -2.63569, 2.29862], [-0.50992, 1.87974, 5.76871], [3.93439, -4.64934, 3.21689], [-0.94395, -2.97980, -0.74081], [-5.41965, 6.20327, -1.40019], [0.39406, 2.19545, 3.93526], [-0.43229, -2.14215, -2.65982], [-1.79786, 5.78747, -2.70378], [-1.62726, -3.87777, -2.10438], [1.70269, 4.00543, 2.16688], [4.47794, -4.07337, 1.17145], [1.73896, -6.27736, 0.80735], [-1.55981, 1.02226, -3.61807], [1.40326, 0.69572, -5.38760], [1.75001, -4.84993, -0.81818], [1.18594, 2.68574, 1.77857], [1.54076, -7.08113, 0.06803], [0.83728, 2.60488, 0.83915], [-1.23173, -3.99737, 2.17184], [-1.35814, 4.12704, -1.06032], [3.28483, -5.52823, 3.00992], [-1.60535, -2.73420, 3.18914], [1.22730, -6.46945, 1.76780], [-2.73899, -0.24495, -3.14099], [-2.64430, 6.68772, -3.32786], [-3.00728, 1.38981, -2.60895], [2.82027, -6.34175, 1.00705], [0.88238, -2.27980, 3.58906], [-4.70637, 7.44358, -3.34771], [-3.95989, 6.77740, -2.88467], [-4.42582, 6.00183, -1.84554], [1.93672, -0.32233, 0.47694], [-1.42320, -2.86811, -1.73348], [1.38923, -1.02644, -4.87023], [-0.76841, 5.68089, -2.99289], [0.92034, 4.68370, 2.57029], [4.01927, -3.61808, 2.03745], [-1.19190, 1.35288, -0.94554], [-2.28564, 4.98438, -1.67347], [1.91771, -3.21928, 1.34263], [-0.90047, -3.03163, 2.44965], [0.72172, -3.96604, 3.61133], [0.26772, -0.56064, -1.80030], [2.23308, 0.58022, -2.92211], [4.89558, -5.01969, 3.46405], [-0.72144, 0.57152, 4.67746], [0.56322, -3.11771, 2.96736], [-0.10098, 0.34941, 2.06020], [-1.86442, -0.25782, -0.73816], [-2.33066, -2.36826, -1.61409], [0.76379, 1.45690, -3.03500], [0.97044, 0.00628, -4.69926], [0.21912, -4.78305, 0.19498], [2.16899, 4.42492, 1.28266], [1.31904, -4.88390, 0.18157], [2.41120, 3.85096, 2.99007], [-1.43918, 0.43400, -1.48467], [-2.22663, 0.65226, -2.77187], [-0.03573, 1.33824, 4.98858], [-3.59898, 5.03812, -1.24651], [0.41258, -2.75558, -3.02613], [0.52204, 1.85259, 2.63036], [-0.52873, 3.50608, -0.55067]]
}